Entry 1:
This record from the Open Molecules 2025 dataset describes 2 unconnected molecules or ions with the total composition C5H11O2 in a non-equilibrium geometry. The level of theory is ωB97M-V/def2-TZVPD.

Element x y z (Å)
C  1.7087  -0.2975  -0.6500
C  1.5836  -1.0722  0.6703
C  0.6281  -0.7187  -1.7147
O  0.0834  0.2245  -2.3020
O  0.6048  -1.9375  -1.9669
H  1.5666  0.7600  -0.4240
H  2.7513  -0.3569  -0.9966
H  2.2834  -1.8851  0.8352
H  0.6777  -1.6599  0.5388
H  1.3810  -0.4575  1.5497
C  -1.3217  1.4603  0.1290
C  -1.9279  0.2975  0.8920
H  -0.7139  1.2649  -0.7588
H  -2.0723  2.2115  -0.1328
H  -0.7913  2.1191  0.8376
H  -2.2938  0.6654  1.8799
H  -2.8506  -0.0882  0.4307
H  -1.2972  -0.5297  1.1827

Atoms 1-6, force components in eV/Å:
1.56 0.71 2.27
-1.52 -0.89 -0.58
-0.56 0.07 -3.24
0.58 -0.30 0.97
0.50 0.13 1.26
-0.41 -0.10 -0.44

## Properties
2S+1 = 2
Orbital gap (alpha / beta) = 12.117 / 6.457 eV
ΔE to the lowest compared entry with this formula, charge and spin = 0.9938 eV

Atom charges from the Löwdin analysis, given in e for atoms 1 to 8: C -0.099; C -0.083; C -0.573; O 0.108; O 0.180; H 0.108; H 0.128; H 0.079

Entry 2:
This record from the Open Molecules 2025 dataset describes a gas-phase ion, C5H11O2S (charge -1) in a non-equilibrium geometry. The level of theory is ωB97M-V/def2-TZVPD.

Element x y z (Å)
C  2.0984  0.7706  -0.4732
C  -0.1625  -0.1474  1.5809
C  -0.3041  -1.5143  -0.6257
C  0.5166  0.9774  -0.5676
C  -0.4247  -0.0825  0.0278
O  -3.0012  1.5109  -0.3453
O  -3.0740  -0.8122  0.6522
S  -2.5890  0.0571  -0.4443
H  2.4340  -0.3335  -0.6801
H  2.4717  1.0754  0.5248
H  0.8996  0.1971  1.7075
H  -0.7477  0.5794  2.0230
H  -0.5247  -1.0390  2.0842
H  0.4924  -2.1318  -0.1803
H  -0.0767  -1.3873  -1.6538
H  -1.2006  -2.2270  -0.6022
H  2.5623  1.4922  -1.2014
H  0.3828  1.0658  -1.6458
H  0.2473  1.9494  -0.1809

Atoms 1-6, force components in eV/Å:
-0.26 -0.55 0.09
0.77 -0.04 -2.26
-0.23 -0.22 1.12
0.60 -1.05 -0.86
-0.90 -1.80 0.53
0.52 -1.45 0.27

## Properties
Orbital gap = 6.489 eV
ΔE to the lowest compared entry with this formula, charge and spin = 2.0823 eV
Charge = -1

Atom charges from the Löwdin analysis, given in e for atoms 1 to 8: C -0.127; C -0.094; C -0.169; C -0.264; C -0.513; O -0.612; O -0.582; S 0.676

Entry 3:
This record from the Open Molecules 2025 dataset describes a molecular structure, C5H11O3 in a non-equilibrium geometry. The level of theory is ωB97M-V/def2-TZVPD.

Element x y z (Å)
O  0.5729  -2.3466  2.2840
C  0.5648  -2.0085  1.1109
C  -0.6954  -1.8073  0.3451
C  -0.5373  -0.6775  -0.6855
C  -0.9934  0.7586  -0.2902
C  -0.1656  1.7998  -1.1482
O  0.9029  2.3819  -0.5624
H  1.6077  -1.8288  0.7757
H  -1.4217  -1.5950  1.1281
H  -0.9303  -2.7442  -0.1736
H  -1.0562  -0.8846  -1.6217
H  0.5199  -0.6097  -0.9655
H  -2.0453  0.7767  -0.5961
H  -0.9007  1.0523  0.7535
H  0.1406  1.2826  -2.0735
H  -0.9718  2.5199  -1.4503
H  2.0698  1.4460  1.8469
H  1.4765  1.5995  0.2399
O  1.8628  0.8850  1.0827

Atoms 1-6, force components in eV/Å:
-0.74 -0.20 -0.28
1.59 -0.26 2.16
0.34 0.57 -0.60
0.32 0.70 0.37
0.63 -0.52 -1.03
-1.42 -0.04 0.00

## Properties
Orbital gap = 7.623 eV
ΔE to the lowest compared entry with this formula, charge and spin = 2.5689 eV
Charge = -1

Atom charges from the Löwdin analysis, given in e for atoms 1 to 8: O -0.008; C -0.287; C -0.164; C -0.227; C -0.187; C -0.436; O -0.253; H 0.118

Entry 4:
This record from the Open Molecules 2025 dataset describes 2 unconnected molecules or ions with the total composition C5H11O3 in a non-equilibrium geometry. The level of theory is ωB97M-V/def2-TZVPD.

Element x y z (Å)
C  0.7802  0.5363  0.7050
C  0.5274  1.8689  1.4620
C  2.2859  0.2734  0.5665
O  0.2652  -0.5424  1.4561
H  0.3003  0.6407  -0.2656
H  1.3871  2.1679  2.0660
H  2.4761  -0.3591  -0.3076
H  2.8843  1.1759  0.4476
H  2.6485  -0.2608  1.4426
H  -0.6602  -0.6715  1.1814
H  -0.3075  1.7438  2.1187
H  0.3910  2.6989  0.7612
C  -1.6882  -1.2233  -2.3125
C  -2.1024  -1.4455  -0.8376
O  -2.0316  -0.4439  -0.0693
O  -2.4472  -2.6013  -0.5383
H  -0.8400  -1.8503  -2.5169
H  -1.3421  -0.1939  -2.4200
H  -2.5269  -1.5139  -2.9392

Atoms 1-6, force components in eV/Å:
0.61 0.70 1.04
0.89 0.00 -0.60
-0.12 -0.22 -0.64
0.15 -0.07 -0.14
-0.12 -0.40 -0.10
0.10 -0.24 0.20

## Properties
Orbital gap = 8.094 eV
ΔE to the lowest compared entry with this formula, charge and spin = 0.4389 eV
Charge = -1

Atom charges from the Löwdin analysis, given in e for atoms 1 to 8: C -0.490; C -0.059; C -0.071; O -0.074; H 0.116; H 0.058; H 0.068; H 0.060

Entry 5:
This record from the Open Molecules 2025 dataset describes 2 unconnected molecules or ions with the total composition C5H11O3 in a non-equilibrium geometry. The level of theory is ωB97M-V/def2-TZVPD.

Element x y z (Å)
O  0.1658  0.9951  -2.6707
C  0.4207  0.8100  -1.4982
O  0.6326  1.7613  -0.7064
C  0.3885  -0.6736  -1.0654
C  0.1985  -0.7229  0.4082
C  0.3479  -2.1382  0.9664
C  0.5351  -2.5177  2.4102
H  -0.4220  -1.2947  -1.5951
H  1.1898  -1.1126  -1.4443
H  0.8900  -0.0807  0.9070
H  -0.6555  -0.3020  0.8469
H  -0.4935  -2.7304  0.5397
H  1.2021  -2.7393  0.4901
H  1.5072  -2.0882  2.8169
H  0.4356  -3.6673  2.6383
H  -0.1818  -2.0084  3.0382
H  -2.7666  2.4254  0.6826
H  -1.4042  2.5243  0.6461
O  -2.1291  2.5596  1.2654

Atoms 1-6, force components in eV/Å:
-0.45 -0.21 -3.23
-0.64 0.72 0.29
0.24 -0.57 1.59
-4.96 1.81 1.01
2.05 -1.89 1.80
0.63 -2.95 -2.00

## Properties
Orbital gap = 7.453 eV
ΔE to the lowest compared entry with this formula, charge and spin = 1.7375 eV
Charge = -1

Atom charges from the Löwdin analysis, given in e for atoms 1 to 8: O -0.062; C -0.775; O -0.089; C -0.138; C -0.240; C -0.311; C -0.164; H 0.138

Entry 6:
This record from the Open Molecules 2025 dataset describes 2 unconnected molecules or ions with the total composition C5H11O3 in a non-equilibrium geometry. The level of theory is ωB97M-V/def2-TZVPD.

Element x y z (Å)
C  -0.6639  -1.2129  0.4390
C  -1.0185  -2.5554  1.1852
C  -1.5258  -0.6598  -0.7059
O  -2.7376  -0.5564  -0.5473
O  -0.8242  -0.0282  -1.4728
H  -0.7623  -0.5224  1.1771
H  0.4512  -1.3593  0.1441
H  -0.3830  -2.5468  2.2528
H  -0.7272  -3.3524  0.5555
H  -2.0844  -2.3867  1.5210
C  1.5384  1.6198  -0.1300
C  2.6393  0.5874  -0.0660
O  1.7268  2.6025  0.8498
H  1.5487  2.0990  -1.1925
H  0.4609  1.2204  0.0530
H  2.5611  0.0969  0.9690
H  1.7270  3.4057  0.3884
H  3.6194  0.8956  -0.1955
H  2.4511  -0.3686  -0.6454

Atoms 1-6, force components in eV/Å:
2.08 -4.42 -0.92
0.24 3.21 3.02
0.55 0.56 2.05
-2.00 -1.00 0.23
1.61 1.11 -2.96
0.12 2.52 2.04

## Properties
Orbital gap = 7.408 eV
ΔE to the lowest compared entry with this formula, charge and spin = 2.5462 eV
Charge = -1

Atom charges from the Löwdin analysis, given in e for atoms 1 to 8: C -0.220; C -0.132; C -0.822; O -0.060; O -0.070; H 0.051; H 0.108; H 0.101

Entry 7:
This record from the Open Molecules 2025 dataset describes a molecular structure, C5H11O3SSi in a non-equilibrium geometry. The level of theory is ωB97M-V/def2-TZVPD.

Element x y z (Å)
C  0.9866  -2.4052  -0.1504
C  0.7514  -1.1203  -0.0683
C  -2.3524  -0.6382  0.4323
C  -0.2353  1.3831  1.3971
C  -0.8086  0.9478  -1.7010
O  2.7803  0.5101  1.4321
O  2.1027  1.4491  -0.7461
O  3.6245  -0.4831  -0.6542
Si  -0.6189  0.1228  0.0198
S  2.5712  0.2863  0.0025
H  1.9978  -2.7887  -0.1970
H  0.2034  -3.1646  -0.1800
H  -2.4367  -1.6524  0.0530
H  -2.5245  -0.6752  1.5049
H  -3.1590  -0.0567  -0.0082
H  -0.8213  1.2298  2.3008
H  0.8139  1.2914  1.6535
H  -0.3965  2.4040  1.0605
H  0.0218  0.6500  -2.3286
H  -1.7360  0.6806  -2.2031
H  -0.7643  2.0292  -1.6195

Atoms 1-6, force components in eV/Å:
0.08 -0.45 -0.03
1.86 2.61 0.28
0.67 0.09 -0.09
-0.10 -0.32 -0.42
0.14 -0.28 0.53
-0.03 -0.05 -0.48

## Properties
Orbital gap = 8.171 eV
ΔE to the lowest compared entry with this formula, charge and spin = 0.0000 eV
Charge = -1

Atom charges from the Löwdin analysis, given in e for atoms 1 to 8: C -0.101; C -0.265; C -0.198; C -0.182; C -0.189; O -0.398; O -0.393; O -0.397

Entry 8:
This record from the Open Molecules 2025 dataset describes a molecular structure, C5H11O4Tm in a non-equilibrium geometry. The level of theory is ωB97M-V/def2-TZVPD.

Element x y z (Å)
C  1.5417  -0.9749  -2.1951
O  2.1269  -0.9515  -0.9397
C  0.7644  0.3104  -2.4722
O  -0.0726  0.5209  -1.3239
C  -0.4794  1.7940  -1.0181
C  -0.9088  1.9054  0.4125
O  -0.0755  1.1774  1.2562
Tm  1.0249  -0.3479  0.5924
H  0.8363  -1.8285  -2.2988
H  2.2835  -1.0851  -3.0112
H  0.1395  0.2420  -3.3749
H  1.4450  1.1702  -2.5634
H  -0.8922  2.3924  -1.8354
H  -1.9590  1.5335  0.5059
H  -0.9458  2.9832  0.6699
O  0.1372  -1.6950  2.2613
H  0.2090  -2.6490  2.1832
C  -1.0328  -1.2071  3.1135
H  -1.5138  -2.1543  3.4021
H  -0.6525  -0.4218  3.7802
H  -1.9759  -0.7142  2.8555

Atoms 1-6, force components in eV/Å:
-0.24 -0.24 -1.57
0.31 -0.11 -0.43
0.48 0.11 -0.74
0.19 -0.77 0.80
-0.39 0.65 0.10
-0.94 0.94 -0.35

## Properties
2S+1 = 4
Orbital gap (alpha / beta) = 7.261 / 9.579 eV
ΔE to the lowest compared entry with this formula, charge and spin = 0.0000 eV
Charge = +1

Atom charges from the Löwdin analysis, given in e for atoms 1 to 8: C -0.312; O -0.364; C -0.146; O -0.223; C -0.072; C -0.308; O -0.368; Tm 1.686

Entry 9:
This record from the Open Molecules 2025 dataset describes 2 unconnected molecules or ions with the total composition C5H11OP in a non-equilibrium geometry. The level of theory is ωB97M-V/def2-TZVPD.

Element x y z (Å)
C  1.5398  -0.8014  -1.5382
C  0.1876  -0.0619  -1.4079
C  0.3945  1.4204  -1.0234
P  -0.9031  -0.6325  -0.0302
O  -0.7615  -2.2735  0.1572
H  1.3514  -1.9812  -1.4336
H  1.9293  -0.8325  -2.6028
H  2.1511  -0.5722  -0.6293
H  -0.1433  -0.1912  -2.4113
H  1.2614  1.4168  -0.2848
H  -0.5484  1.7837  -0.5017
H  0.7010  2.0546  -1.8587
H  0.0856  -0.2738  1.0872
H  -0.1087  -2.6675  -0.3930
C  -2.4632  -0.6148  3.5062
C  -1.7305  0.2869  3.7749
H  -2.7716  -1.4886  3.0081
H  -1.2402  1.0985  4.2769

Atoms 1-6, force components in eV/Å:
-0.74 -3.11 0.57
1.92 -0.23 0.32
0.36 -0.38 1.22
0.58 0.14 1.53
-1.06 0.63 0.13
0.25 2.17 -0.05

## Properties
Orbital gap = 9.656 eV
SMILES = CC(C)PO.C#C
ΔE to the lowest compared entry with this formula, charge and spin = 3.3602 eV

Atom charges from the Löwdin analysis, given in e for atoms 1 to 8: C -0.144; C -0.664; C -0.182; P 0.863; O -0.392; H 0.081; H 0.088; H 0.080

Entry 10:
This record from the Open Molecules 2025 dataset describes C5H11OPS in the gas phase in a non-equilibrium geometry. The level of theory is ωB97M-V/def2-TZVPD.

Element x y z (Å)
C  1.8193  -1.9509  0.4972
O  1.1907  -1.3036  -0.5677
P  1.0327  0.4353  -0.3023
S  2.6530  1.4268  -0.1139
C  -0.2469  0.7581  -1.5163
C  -1.6407  0.3442  -0.8624
C  -1.5910  0.9607  0.5076
C  -0.3022  0.5063  1.2140
H  1.3493  -1.6201  1.4613
H  2.8832  -1.8173  0.4985
H  1.3900  -2.9498  0.4333
H  -0.0086  0.1601  -2.4238
H  -0.1405  1.8646  -1.6619
H  -1.7681  -0.6976  -0.6116
H  -2.3411  0.5929  -1.6204
H  -1.6267  2.0262  0.3831
H  -2.3242  0.4945  1.2163
H  0.0796  1.2843  1.8717
H  -0.4079  -0.5146  1.5973

Atoms 1-6, force components in eV/Å:
-2.04 -0.41 1.38
-0.48 3.74 -0.34
-1.81 -3.16 1.68
0.15 0.12 -0.16
0.00 -0.57 -0.35
2.40 -0.08 -0.15

## Properties
Orbital gap = 9.588 eV
SMILES = COP1(=S)CCCC1
ΔE to the lowest compared entry with this formula, charge and spin = 0.8323 eV

Atom charges from the Löwdin analysis, given in e for atoms 1 to 8: C -0.201; O -0.381; P 0.359; S 0.233; C -0.292; C -0.222; C -0.277; C -0.216

Entry 11:
This record from the Open Molecules 2025 dataset describes 2 unconnected molecules or ions with the total composition C5H11P in a non-equilibrium geometry. The level of theory is ωB97M-V/def2-TZVPD.

Element x y z (Å)
C  -3.1906  0.7534  0.6006
C  -2.0940  0.0190  0.0332
P  -0.5532  0.5816  -0.4373
C  -0.4757  2.3437  0.1179
H  -3.0461  1.3638  1.5869
H  -3.5551  1.6519  0.1007
H  -4.1402  0.2256  0.7898
H  -2.3147  -1.0682  -0.0895
H  -1.5476  2.8377  0.0174
H  -0.0328  2.3178  1.1254
H  0.0824  3.1249  -0.5311
C  3.7940  -2.3586  -1.0715
C  3.1375  -2.2654  0.0909
H  3.3348  -2.4198  -2.0859
H  4.8185  -2.4505  -1.3014
H  3.6704  -2.4188  0.9812
H  2.1123  -2.2379  0.0727

Atoms 1-6, force components in eV/Å:
-2.58 2.83 2.94
1.96 -0.57 -0.73
-0.78 -0.85 0.02
-1.80 2.27 -1.42
0.52 -1.60 -1.05
0.30 -0.08 -1.13

## Properties
Orbital gap = 9.273 eV
SMILES = C/C=P\C.C=C
ΔE to the lowest compared entry with this formula, charge and spin = 2.3844 eV

Atom charges from the Löwdin analysis, given in e for atoms 1 to 8: C -0.261; C -0.528; P 0.831; C -0.422; H 0.109; H 0.057; H 0.067; H 0.045

Entry 12:
This record from the Open Molecules 2025 dataset describes C5H11PS in the gas phase in a non-equilibrium geometry. The level of theory is ωB97M-V/def2-TZVPD.

Element x y z (Å)
C  1.9389  -0.2235  -1.2752
P  0.1106  -0.0475  -1.0278
S  -0.8411  -0.1254  -2.9973
C  -0.2153  -1.3354  0.3162
C  -1.1837  -0.5899  1.0972
C  -0.7386  0.8592  1.3535
C  -0.3382  1.3903  0.0112
H  2.6519  0.2995  -0.5758
H  2.0952  -1.2668  -1.2365
H  2.2890  0.0658  -2.4130
H  0.7575  -1.4851  0.8343
H  -0.4781  -2.2349  -0.1573
H  -1.3305  -0.9509  2.0971
H  -2.1920  -0.6278  0.6737
H  -1.7608  1.3410  1.6106
H  0.0148  0.9973  2.1196
H  -1.1986  1.8413  -0.4539
H  0.4192  2.0927  0.0234

Atoms 1-6, force components in eV/Å:
1.15 2.25 -2.55
0.12 -0.57 -3.09
1.31 0.00 3.39
2.34 1.34 -1.40
-1.48 0.32 2.53
-2.94 0.30 -0.39

## Properties
Orbital gap = 8.713 eV
SMILES = CP1(=S)CCCC1
ΔE to the lowest compared entry with this formula, charge and spin = 0.4023 eV

Atom charges from the Löwdin analysis, given in e for atoms 1 to 8: C -0.280; P 0.529; S -0.035; C -0.288; C -0.321; C -0.236; C -0.325; H 0.055

Which of these has the highest ΔE to the lowest compared entry with this formula, charge and spin?
C5H11OP